Formula: ClH2NO
Source: the OMol25 dataset
Level of theory: ωB97M-V/def2-TZVPD

The calculation puts the LUMO energy at 0.2 eV. Its HOMO-LUMO gap is 10.3727 eV. For the molar mass, the calculation gives 67.47 g mol⁻¹. The energy above the lowest of the compared OMol25 structures with the same formula, charge and spin is 104.6 kJ/mol. As for the highest occupied orbital energy: -10.16 eV.

Bonds (Å) are listed after each position.
Positions of all 5 atoms, in Å:
1 N -0.02896 0.68829 -0.16743  O2 1.668, H4 1.021, H5 1.024
2 O 0.00690 -0.86722 0.43458  N1 1.668, Cl3 1.648
3 Cl 0.52322 -1.79943 -0.82244  O2 1.648
4 H -1.02711 0.79453 0.01937  N1 1.021
5 H 0.52595 1.18383 0.53592  N1 1.024

Calculated atomic charges, method Löwdin, unit e: 0.0386, -0.7313, 0.5764, 0.0569, 0.0595

=====

Formula: ClH2NOS2
Source: the OMol25 dataset
Level of theory: ωB97M-V/def2-TZVPD

The calculation puts the LUMO energy at -0.4 eV. Its HOMO-LUMO gap is 9.5502 eV. For the molar mass, the calculation gives 131.61 g mol⁻¹. The energy above the lowest of the compared OMol25 structures with the same formula, charge and spin is 225.6 kJ/mol. As for the highest occupied orbital energy: -9.98 eV.

Bonds (Å) are listed after each position.
Positions of all 7 atoms, in Å:
1 O -0.29968 1.63642 0.16865  S2 1.493
2 S -0.66589 0.29910 -0.38577  O1 1.493, S3 1.949, N4 1.709, H6 1.419
3 S -2.28312 -0.64926 0.14528  S2 1.949
4 N 0.51195 -0.71348 0.32804  S2 1.709, Cl5 1.734, H7 1.046
5 Cl 2.14301 -0.19703 0.04310  N4 1.734
6 H -0.05202 0.30455 -1.66457  S2 1.419
7 H 0.64575 -0.68031 1.36527  N4 1.046

Calculated atomic charges, method Löwdin, unit e: -0.4964, 0.2632, 0.2772, -0.7186, 0.5442, 0.0825, 0.0481

=====

Formula: ClH2NS
Source: the OMol25 dataset
Level of theory: ωB97M-V/def2-TZVPD

The calculation puts the LUMO energy (spin up / spin down) at -1.7 / -1.7 eV. Its HOMO-LUMO gap (spin up / spin down) is 7.4081 / 7.4084 eV. For the molar mass, the calculation gives 83.54 g mol⁻¹. The energy above the lowest of the compared OMol25 structures with the same formula, charge and spin is 88.8 kJ/mol. As for the highest occupied orbital energy (spin up / spin down): -9.10 / -9.10 eV.

Bonds (Å) are listed after each position.
Positions of all 5 atoms, in Å:
1 N -0.67794 0.29399 0.06730  S2 1.487, H3 1.001
2 S -1.99722 -0.38511 0.16459  N1 1.487
3 H -0.68325 0.94984 -0.68883  N1 1.001
4 Cl 2.27914 -0.53461 -0.05845  H5 1.347
5 H 1.07927 -0.32411 0.51539  Cl4 1.347

Calculated atomic charges, method Löwdin, unit e: -0.5798, 0.6806, -0.0313, 0.1864, -0.2560